P | Below is one molecule with the formula C5H9NO6, with properties calculated with ωB97M-V/def2-TZVPD.

Results
Kohn-Sham gap (Eh): 0.3637
SMILES: C[C@]1(O)C(O)(O)N[C@@]1(O)C(=O)O
LUMO (eV): 0.38

XYZ file:
```
21
C5H9NO6 (ωB97M-V/def2-TZVPD)
C 0.50 0.44 -0.79
C -0.57 1.00 -1.88
C -0.23 0.10 0.50
C 0.25 -1.41 0.18
C 0.52 0.73 1.65
N 1.01 -0.85 -0.96
O 1.43 1.45 -0.77
O -0.45 2.13 -2.44
O -1.61 0.29 -2.15
O -1.68 0.16 0.69
O -0.76 -2.24 -0.12
O 1.08 -2.15 1.03
H 1.63 0.63 1.58
H -0.05 0.51 2.54
H 0.52 1.77 1.67
H 1.79 -1.04 -1.64
H 1.09 1.94 -1.45
H -1.99 0.64 -2.96
H -1.96 1.12 0.57
H -1.60 -1.77 -0.34
H 0.37 -2.58 1.54
```

Q | Below is one molecule with the formula C5H9NO6, with properties calculated with ωB97M-V/def2-TZVPD.

Results
Kohn-Sham gap (Eh): 0.3816
SMILES: O=C(O)C(O)(O)[C@H](O)C/C=N/O
LUMO (eV): 0.49

XYZ file:
```
21
C5H9NO6 (ωB97M-V/def2-TZVPD)
C -1.63 -0.13 0.19
C -0.83 1.01 -0.33
C 0.68 1.00 -0.04
C 1.43 -0.27 -0.51
C 1.28 -1.56 0.32
N -2.75 -0.39 -0.34
O -3.47 -1.44 0.22
O 0.99 1.35 1.28
O 1.05 -0.53 -1.82
O 2.82 -0.08 -0.41
O 1.36 -1.39 1.63
O 1.17 -2.63 -0.21
H -1.26 -0.68 1.06
H -0.98 1.08 -1.41
H -1.21 1.93 0.12
H 1.11 1.81 -0.65
H 0.82 0.60 1.86
H 1.18 -1.48 -2.01
H 3.05 0.82 -0.69
H 1.42 -2.25 2.08
H -4.25 -1.51 -0.35
```

Top of the stability list: Q, leading by 0.077 eV.

P | Below is a 2-piece molecular cluster, C5H13N2O overall, with properties calculated with ωB97M-V/def2-TZVPD.

Results
Kohn-Sham gap (Eh): 0.2346
LUMO (eV): 3.74
Net charge: -1

XYZ file:
```
21
C5H13N2O (ωB97M-V/def2-TZVPD)
C -0.74 -0.19 -1.39
C -0.67 -1.72 0.53
C -1.64 0.58 0.77
C 1.21 1.60 0.15
C -0.44 -0.23 0.20
N 2.42 -0.81 0.42
N 0.75 0.40 0.66
O 3.29 -0.12 -0.27
H -1.11 -1.25 -1.76
H -1.41 0.61 -1.63
H 0.09 0.02 -2.02
H -0.10 -2.26 -0.17
H -1.72 -1.93 0.45
H -0.27 -1.98 1.46
H -1.71 0.68 1.85
H -1.50 1.61 0.46
H -2.61 0.35 0.45
H 2.25 1.33 -0.14
H 0.69 2.10 -0.62
H 1.38 2.47 0.94
H 1.83 -1.24 -0.33
```

Q | Below is a 2-piece molecular cluster, C5H13N2O overall, with properties calculated with ωB97M-V/def2-TZVPD.

Results
Kohn-Sham gap (Eh): 0.1278
LUMO (eV): 0.48
Net charge: -1

XYZ file:
```
21
C5H13N2O (ωB97M-V/def2-TZVPD)
C -2.28 -0.39 0.48
N -1.47 -1.22 1.35
C -0.13 -1.33 0.70
C 0.96 -0.55 1.38
C 2.11 -0.66 0.36
O 3.36 -0.28 0.64
C 0.02 1.72 -1.34
N -0.65 1.51 -2.56
H -2.42 -0.79 -0.64
H -1.89 0.65 0.49
H -3.36 -0.28 0.63
H 0.31 -2.38 0.82
H -0.09 -0.98 -0.42
H 0.96 0.55 1.62
H 1.39 -1.13 2.29
H 1.83 0.00 -0.56
H 2.11 -1.85 -0.01
H -0.29 1.05 -0.47
H 1.11 1.52 -1.48
H -1.44 2.16 -2.51
H -0.15 2.66 -0.77
```

Top of the stability list: P, leading by 3.991 eV.

P | Below is one molecule with the formula C9H8N2OS, with properties calculated with ωB97M-V/def2-TZVPD.

Results
Kohn-Sham gap (alpha / beta) (Eh): 0.2540 / 0.2563
LUMO (alpha / beta) (eV): -0.92 / -0.82

XYZ file:
```
21
C9H8N2OS (ωB97M-V/def2-TZVPD)
C -2.40 -2.48 -0.04
C -1.33 -2.49 -0.95
C -2.35 -1.31 0.69
C -0.64 -1.31 -0.75
C -0.73 1.43 1.55
C 0.52 -0.55 -1.14
C -0.59 0.58 0.57
C 0.50 0.59 -0.40
C 1.47 2.59 1.09
N 2.96 1.09 -0.69
N -1.29 -0.60 0.24
O 1.45 -0.91 -2.01
S 1.64 1.96 -0.57
H -3.14 -3.25 0.07
H -1.09 -3.26 -1.65
H -2.99 -0.95 1.47
H -1.28 1.72 2.40
H 1.22 3.63 1.17
H 2.13 2.17 1.83
H 3.73 1.64 -1.03
H 2.22 -0.31 -1.85
```

Q | Below is one molecule with the formula C9H8N2OS, with properties calculated with ωB97M-V/def2-TZVPD.

Results
Kohn-Sham gap (Eh): 0.3327
SMILES: Sc1nccn1/C=C\c1ccoc1
LUMO (eV): 0.51

XYZ file:
```
21
C9H8N2OS (ωB97M-V/def2-TZVPD)
C 1.32 0.24 1.03
C -2.40 -2.13 0.59
C -1.43 -1.92 -0.32
C 2.45 0.65 1.69
C 2.59 1.43 -0.36
C 1.37 0.79 -0.34
C -2.25 0.00 0.33
C -0.63 -0.14 -1.63
C 0.48 0.52 -1.46
N -2.86 -0.94 1.07
N -1.36 -0.54 -0.53
O 3.21 1.39 0.78
S -2.25 1.76 0.44
H 0.33 -0.12 1.44
H -2.79 -3.01 0.89
H -0.85 -2.55 -0.87
H 2.86 0.58 2.70
H 3.14 1.92 -1.14
H -0.73 1.72 0.66
H -1.08 -0.47 -2.60
H 0.89 0.80 -2.37
```

R | Below is one molecule with the formula C9H8N2OS, with properties calculated with ωB97M-V/def2-TZVPD.

Results
Kohn-Sham gap (Eh): 0.3055
SMILES: Oc1ccc(-n2cc[nH]c2=S)cc1
LUMO (eV): 0.68

XYZ file:
```
21
C9H8N2OS (ωB97M-V/def2-TZVPD)
C -1.74 -2.39 0.47
C -2.20 -1.24 -0.15
C -1.30 -0.14 -0.38
C 0.04 -0.18 0.07
C 0.34 -1.27 0.85
C -0.46 -2.37 1.04
C 0.41 2.26 -0.03
C 1.31 3.22 -0.39
C 2.15 1.07 -0.68
H -3.22 -3.41 -0.02
H -3.24 -1.20 -0.53
H -1.43 0.73 -0.98
H 1.34 -1.09 1.18
H -0.03 -3.17 1.54
H -0.45 2.66 0.58
H 1.17 4.24 -0.31
H 3.31 2.67 -1.06
N 0.87 1.02 -0.10
N 2.39 2.36 -0.87
O -2.51 -3.51 0.72
S 3.24 -0.27 -0.96
```

Top of the stability list: R, leading by 1.472 eV.

P | Below is C2H2FN as an isolated structure, with properties calculated with ωB97M-V/def2-TZVPD.

Results
Kohn-Sham gap (Eh): 0.4080
LUMO (eV): 0.61

XYZ file:
```
6
C2H2FN (ωB97M-V/def2-TZVPD)
C 0.62 0.02 0.51
C -0.55 0.08 -0.31
N -0.26 -0.82 0.78
F -0.38 -0.51 -1.56
H 1.87 0.51 0.98
H -1.31 0.72 -0.40
```

Q | Below is a 2-piece molecular cluster, C2H2FN overall, with properties calculated with ωB97M-V/def2-TZVPD.

Results
Kohn-Sham gap (alpha / beta) (Eh): 0.3363 / 0.2540
LUMO (alpha / beta) (eV): -1.98 / -3.19

XYZ file:
```
6
C2H2FN (ωB97M-V/def2-TZVPD)
C 1.80 -0.17 0.08
C -1.05 0.07 0.02
N 2.96 -0.34 -0.09
F -1.40 1.32 -0.02
H -0.93 -0.40 -0.97
H -1.38 -0.48 0.98
```

Top of the stability list: P, leading by 1.742 eV.